(1)
A structure of composition C15H10F3MnN2O6, computed with ωB97M-V/def2-TZVPD.

Calculated values
total charge: -1
E_tot: -2589.12554 hartree
multiplicity: 2
LUMO (spin up / spin down): 2.7 / 2.7 eV
ΔE to the lowest compared entry with this formula, charge and spin: 0.000 eV

Last column: Löwdin spin population.
Geometry (Å):
Mn  -0.390  -1.604  0.116  0.9802
O  -2.107  -2.033  -0.753  -0.0041
N  -2.673  -1.063  -1.355  -0.0164
N  -2.032  0.037  -1.254  0.0101
O  -0.907  0.137  -0.571  0.0163
C  -2.541  1.210  -1.883  0.0000
C  -1.854  2.400  -1.700  0.0015
C  -2.334  3.555  -2.301  -0.0003
C  -3.483  3.523  -3.075  0.0016
C  -4.158  2.321  -3.249  -0.0002
C  -3.695  1.159  -2.658  0.0015
H  -0.961  2.400  -1.094  0.0001
H  -1.799  4.486  -2.160  -0.0001
H  -3.852  4.427  -3.542  0.0001
H  -5.055  2.286  -3.854  -0.0001
H  -4.210  0.219  -2.790  0.0001
O  1.888  -1.824  3.547  -0.0008
C  1.615  -1.279  2.484  0.0027
O  0.649  -1.620  1.713  -0.0027
C  2.451  -0.088  2.046  0.0002
C  2.250  0.554  0.832  0.0031
C  3.025  1.650  0.441  0.0003
C  3.998  2.059  1.316  0.0001
O  4.871  3.124  1.203  0.0000
C  5.828  2.885  2.227  0.0000
O  5.210  2.081  3.217  0.0000
C  4.202  1.424  2.527  -0.0001
C  3.450  0.353  2.925  0.0001
H  1.488  0.189  0.158  0.0020
H  2.870  2.144  -0.509  0.0000
H  6.135  3.832  2.665  0.0000
H  6.682  2.343  1.799  0.0000
H  3.592  -0.157  3.867  0.0000
F  0.944  -3.847  -0.991  0.0055
C  0.859  -2.476  -1.142  -0.0027
F  2.172  -2.063  -1.099  -0.0019
F  0.514  -2.313  -2.473  0.0036

(2)
The molecule C4H8O, computed with ωB97M-V/def2-TZVPD.

Calculated values
E_tot: -232.25166 hartree
multiplicity: 1
LUMO: 0.6 eV
ΔE to the lowest compared entry with this formula, charge and spin: 5.278 eV

Last column: Mulliken charge in e.
Geometry (Å):
O  -0.581  -0.995  -0.390  -0.3287
C  -0.392  -1.868  1.023  -0.7028
C  0.503  -0.071  -0.454  0.0515
C  0.590  1.065  0.493  -0.3409
C  0.258  1.306  -0.966  -0.6468
H  -1.434  -0.541  -0.487  0.4159
H  -0.839  -2.801  0.641  0.1831
H  -1.212  -1.375  1.587  0.1413
H  1.396  -0.627  -0.712  0.3826
H  -0.207  1.181  1.223  0.1611
H  1.576  1.326  0.867  0.2402
H  -0.766  1.598  -1.196  0.2210
H  1.000  1.742  -1.625  0.2226

(3)
A cluster of 3 separate species, C12H18N2O2S in total, computed with ωB97M-V/def2-TZVPD.

Calculated values
SMILES string: O=S1(=O)CCCC1.c1cc[nH]c1.c1cc[nH]c1
E_tot: -1126.12671 hartree
multiplicity: 1
LUMO: 0.5 eV
ΔE to the lowest compared entry with this formula, charge and spin: 2.691 eV

Last column: Mulliken charge in e.
Geometry (Å):
O  0.140  -0.406  -1.802  -0.6602
S  -1.013  -1.105  -2.329  1.0996
O  -1.879  -1.830  -1.299  -0.6568
C  -2.055  0.195  -3.105  -0.5322
C  -2.206  -0.168  -4.591  -0.7912
C  -1.890  -1.671  -4.778  -0.6486
C  -0.713  -2.070  -3.800  -0.7004
H  -1.362  1.008  -3.323  0.2885
H  -2.856  0.632  -2.509  0.4891
H  -3.228  0.105  -4.853  0.2837
H  -1.527  0.473  -5.153  0.3396
H  -1.718  -1.891  -5.831  0.4008
H  -2.831  -2.222  -4.766  0.3398
H  0.174  -1.678  -4.296  0.3403
H  -0.662  -3.138  -3.584  0.4070
C  -1.429  -0.377  1.438  -0.1946
C  -1.863  -0.423  2.818  -0.7871
C  -0.715  -0.328  3.627  -0.4986
N  0.374  -0.361  2.783  0.0709
C  -0.012  -0.327  1.485  -0.4771
H  -2.170  -0.311  0.656  0.3716
H  -2.876  -0.520  3.179  0.3794
H  -0.416  -0.329  4.665  0.4115
H  1.358  -0.397  3.006  0.2069
H  0.679  -0.131  0.678  0.4966
C  3.931  1.334  3.837  -0.2685
C  2.910  2.181  4.273  -0.3762
C  2.113  2.403  3.206  -0.5823
N  2.721  1.771  2.097  -0.0159
C  3.680  0.943  2.555  -0.5633
H  4.818  1.064  4.390  0.4257
H  2.923  2.728  5.204  0.4349
H  1.183  2.940  3.098  0.3551
H  2.276  1.607  1.206  0.2355
H  4.139  0.300  1.818  0.3764

(4)
A structure of composition C35H54FeN8O13, computed with ωB97M-V/def2-TZVPD.

Calculated values
E_tot: -4045.43350 hartree
multiplicity: 5
LUMO (spin up / spin down): -2.7 / -2.9 eV
ΔE to the lowest compared entry with this formula, charge and spin: 5.353 eV

Last column: Löwdin spin population.
Geometry (Å):
Fe  0.725  -0.856  -3.719  3.7739
O  0.143  -2.408  -2.259  0.1024
C  0.069  -1.774  -1.000  0.0070
C  -0.064  -0.140  -1.112  0.0063
O  0.555  0.621  -2.190  0.1046
H  0.877  -2.033  -0.317  0.0018
H  -0.787  -2.114  -0.417  0.0013
H  0.401  0.214  -0.191  0.0005
H  -1.109  0.144  -0.986  0.0015
C  5.597  -2.489  0.027  0.0000
O  5.543  -2.853  -1.130  0.0000
N  4.660  -1.717  0.601  0.0000
C  5.042  -1.053  1.825  0.0000
C  3.468  -1.300  -0.074  0.0001
H  6.407  -2.697  0.743  0.0000
H  6.073  -0.698  1.801  0.0000
H  4.960  -1.622  2.752  0.0000
H  4.421  -0.185  2.042  0.0000
H  3.177  -2.056  -0.803  0.0001
H  2.651  -1.157  0.633  0.0001
H  3.591  -0.320  -0.535  0.0000
C  -2.851  2.309  -3.061  0.0000
O  -3.743  1.517  -2.594  0.0001
N  -3.092  3.638  -3.378  0.0000
C  -2.011  4.493  -3.738  0.0000
C  -4.385  4.311  -3.226  0.0000
H  -1.820  1.996  -3.287  0.0000
H  -2.008  5.324  -3.033  0.0000
H  -2.196  4.914  -4.726  0.0000
H  -1.037  4.004  -3.763  0.0000
H  -4.270  5.201  -2.606  0.0000
H  -4.620  4.695  -4.218  0.0000
H  -5.177  3.647  -2.878  0.0000
C  -0.221  -5.343  -0.090  0.0002
O  -0.884  -5.491  0.950  0.0001
N  0.149  -6.364  -0.883  0.0000
C  0.802  -6.120  -2.190  -0.0001
C  -0.146  -7.822  -0.530  0.0000
H  0.123  -4.393  -0.527  0.0002
H  0.245  -6.674  -2.946  0.0000
H  1.812  -6.529  -2.182  0.0000
H  0.967  -5.087  -2.494  -0.0002
H  -0.473  -7.965  0.500  0.0000
H  -0.997  -8.216  -1.086  0.0000
H  0.661  -8.411  -0.967  0.0000
C  -2.355  1.664  1.484  0.0000
O  -1.777  2.327  2.364  0.0000
N  -3.680  1.656  1.404  0.0000
C  -4.411  0.681  0.495  0.0000
C  -4.567  2.287  2.389  0.0000
H  -1.869  1.049  0.710  0.0000
H  -4.869  -0.129  1.063  0.0000
H  -3.755  0.250  -0.261  0.0000
H  -5.174  1.107  -0.156  0.0000
H  -5.559  1.838  2.349  0.0000
H  -4.246  2.280  3.431  0.0000
H  -4.763  3.324  2.115  0.0000
C  1.221  4.576  -2.218  -0.0001
O  1.898  5.194  -3.015  0.0000
N  0.643  5.115  -1.066  0.0000
C  1.066  6.321  -0.491  0.0000
C  -0.396  4.322  -0.431  0.0001
H  0.905  3.529  -2.348  -0.0002
H  0.242  6.984  -0.224  0.0000
H  1.829  6.812  -1.095  0.0000
H  1.510  6.101  0.480  0.0000
H  -1.389  4.744  -0.582  0.0000
H  -0.515  3.310  -0.817  0.0001
H  -0.256  4.351  0.650  0.0000
C  1.887  3.347  2.266  0.0000
C  2.664  4.164  3.030  0.0000
C  3.854  4.604  2.383  0.0000
C  4.234  4.291  1.081  0.0000
C  3.331  3.549  0.341  0.0000
C  2.158  2.994  0.923  0.0000
N  5.510  4.808  0.532  0.0000
O  5.553  4.918  -0.679  0.0000
O  6.451  5.026  1.330  0.0000
H  0.972  2.940  2.672  0.0000
H  2.402  4.424  4.045  0.0000
H  4.458  5.307  2.939  0.0000
H  3.546  3.404  -0.707  0.0000
H  1.498  2.416  0.292  0.0001
C  -5.110  -2.889  -0.611  0.0000
C  -3.912  -3.179  -1.144  0.0000
C  -3.777  -3.790  -2.424  0.0000
C  -4.978  -4.188  -3.036  0.0000
C  -6.252  -3.913  -2.434  0.0000
C  -6.276  -3.331  -1.148  0.0000
N  -4.975  -4.818  -4.416  0.0000
O  -3.955  -5.306  -4.872  0.0000
O  -6.023  -4.932  -5.020  0.0000
H  -5.149  -2.363  0.332  0.0000
H  -2.960  -3.066  -0.648  0.0000
H  -2.778  -3.931  -2.811  0.0000
H  -7.145  -4.169  -2.985  0.0000
H  -7.189  -3.114  -0.614  0.0000
C  2.013  -2.386  2.935  0.0000
C  1.868  -1.038  3.196  0.0000
C  2.589  -0.506  4.322  0.0000
C  3.298  -1.360  5.169  0.0000
C  3.367  -2.743  4.899  0.0000
C  2.719  -3.203  3.815  0.0000
N  4.150  -0.895  6.300  0.0000
O  3.810  0.186  6.799  0.0000
O  5.108  -1.534  6.682  0.0000
H  1.648  -2.938  2.081  0.0000
H  1.318  -0.440  2.485  0.0000
H  2.460  0.536  4.573  0.0000
H  3.954  -3.436  5.484  0.0000
H  2.701  -4.274  3.671  0.0000

(5)
A structure of composition C6H7BrO4, computed with ωB97M-V/def2-TZVPD.

Calculated values
E_tot: -3107.57861 hartree
multiplicity: 3
LUMO (spin up / spin down): 0.7 / -3.2 eV
ΔE to the lowest compared entry with this formula, charge and spin: 1.084 eV

Last column: Löwdin spin population.
Geometry (Å):
C  0.142  -1.770  0.225  0.0843
C  -1.200  -1.132  0.273  -0.0005
C  0.953  0.326  1.262  0.0928
C  -0.155  1.000  0.432  0.0417
C  1.253  -1.023  0.804  0.4935
C  -0.239  1.423  -1.916  0.0013
O  0.244  -2.875  -0.123  0.1736
O  -1.321  0.271  0.245  0.0032
O  0.642  -0.307  2.458  0.8586
O  0.567  1.314  -0.768  0.0086
Br  2.872  -1.661  1.065  0.2409
H  -1.789  -1.573  -0.612  0.0003
H  -1.763  -1.390  1.127  -0.0008
H  1.797  1.015  1.257  -0.0016
H  -0.580  1.964  1.019  0.0038
H  0.150  2.174  -2.719  0.0001
H  -1.216  1.807  -1.689  0.0000
H  -0.357  0.435  -2.340  0.0003

(6)
A cluster of 2 separate species, C2H3BrOS in total, computed with ωB97M-V/def2-TZVPD.

Calculated values
SMILES string: C=C=O.SBr
E_tot: -3125.38770 hartree
multiplicity: 1
LUMO: -0.5 eV
ΔE to the lowest compared entry with this formula, charge and spin: 1.320 eV

Last column: Mulliken charge in e.
Geometry (Å):
C  -0.082  -1.564  1.368  -0.8173
C  0.159  -0.276  1.285  0.6544
O  0.353  0.861  1.480  -0.3374
H  0.242  -2.230  0.648  0.3071
H  -0.552  -1.873  2.371  0.1996
S  -0.241  2.350  -1.945  -0.1617
Br  -0.538  0.188  -2.120  -0.0332
H  0.657  2.544  -3.086  0.1886

(7)
A cluster of 2 separate species, C7H18N2O in total, computed with ωB97M-V/def2-TZVPD.

Calculated values
SMILES string: CC(=O)N(C)N.CC(C)C
E_tot: -462.22054 hartree
multiplicity: 1
LUMO: 0.8 eV
ΔE to the lowest compared entry with this formula, charge and spin: 1.669 eV

Last column: Mulliken charge in e.
Geometry (Å):
C  -1.607  -1.387  -1.503  -1.3448
C  -1.450  -1.119  -0.030  0.8420
O  -2.334  -0.713  0.699  -0.6444
N  -0.215  -1.569  0.552  0.4420
C  0.649  -2.532  -0.112  -1.0927
N  -0.185  -1.706  1.966  -0.8066
H  -0.754  -1.028  -2.073  0.3033
H  -1.708  -2.458  -1.675  0.3772
H  -2.509  -0.889  -1.848  0.3424
H  1.052  -2.103  -1.030  0.3534
H  1.471  -2.768  0.559  0.2264
H  0.124  -3.458  -0.355  0.3543
H  -1.151  -1.771  2.290  0.2717
H  0.195  -0.836  2.339  0.2801
C  -0.114  2.464  1.042  -1.5728
C  0.408  1.375  0.111  2.5159
C  1.926  1.235  0.255  -1.6032
C  0.045  1.708  -1.332  -1.6023
H  0.334  3.428  0.786  0.3833
H  0.151  2.274  2.083  0.3683
H  -1.193  2.588  0.951  0.3662
H  0.053  0.283  0.537  -0.9846
H  2.285  0.396  -0.343  0.3179
H  2.437  2.147  -0.063  0.4296
H  2.209  1.045  1.291  0.3731
H  0.508  2.650  -1.635  0.4218
H  -1.032  1.813  -1.454  0.3727
H  0.403  0.932  -2.009  0.3097

(8)
The molecule C6H12N2OS, computed with ωB97M-V/def2-TZVPD.

Calculated values
E_tot: -818.58565 hartree
multiplicity: 1
LUMO (spin up / spin down): -0.5 / -1.0 eV
ΔE to the lowest compared entry with this formula, charge and spin: 4.576 eV

Last column: Mulliken charge in e.
Geometry (Å):
C  -0.360  -0.133  -0.564  0.0513
C  -0.052  -3.080  1.384  -0.0653
C  0.882  0.728  -0.073  0.7069
C  -1.590  0.791  -0.884  -1.4671
C  0.523  1.765  1.046  -1.4953
C  1.350  1.378  -1.426  -1.2687
N  -0.650  -0.965  0.571  -0.5083
N  0.132  -1.871  0.942  0.0357
O  -1.177  -3.798  1.387  -0.4515
S  2.163  -0.321  0.498  -0.1348
H  0.182  -0.592  -1.352  0.6917
H  0.880  -3.656  1.522  0.3127
H  -1.490  1.430  -1.668  0.4488
H  -2.051  1.124  0.089  0.3850
H  -2.364  0.024  -1.320  0.3403
H  0.012  1.279  1.973  0.3082
H  -0.247  2.402  0.647  0.3514
H  1.248  2.335  1.469  0.4660
H  2.179  2.174  -1.414  0.2994
H  0.529  1.783  -2.004  0.2538
H  1.810  0.473  -1.885  0.4092
H  -1.910  -3.269  1.062  0.3308